[1]
{"formula": "CH3NO2S", "method": "wB97M-V/def2-TZVPD", "relative_energy_kj_mol": 435.5, "charge": 0, "elements": ["C", "N", "O", "O", "S", "H", "H", "H"], "coordinates": [[0.233, -0.199, 0.120], [1.559, 0.409, 0.015], [1.732, 1.431, -0.591], [2.346, -0.231, 0.670], [-1.129, 1.042, 0.476], [-0.061, -0.773, -1.225], [0.228, -1.037, 0.689], [-0.436, 1.862, -0.128]], "atomic_forces_ev_per_a": [[-3.6, 1.2, -6.5], [-0.9, -0.8, 1.1], [0.3, 0.2, -0.3], [1.6, 0.2, -0.1], [-0.5, -3.6, 1.7], [1.1, 1.9, 4.0], [0.2, -2.0, 2.0], [1.8, 2.9, -1.9]]}

=====

[2]
{"formula": "Br2FH2PSi", "method": "wB97M-V/def2-TZVPD", "relative_energy_kj_mol": 303.8, "charge": 0, "elements": ["F", "Si", "P", "Br", "Br", "H", "H"], "coordinates": [[2.196, -1.335, -0.458], [-0.938, 0.269, 1.752], [0.719, -0.856, -1.062], [-1.724, 2.313, 2.607], [-2.722, -0.083, 0.292], [1.530, -0.864, -2.297], [0.939, 0.556, -0.834]], "atomic_forces_ev_per_a": [[-0.9, 0.0, 1.0], [-1.4, 1.0, -0.2], [2.9, -0.1, -0.9], [0.5, -1.0, -0.3], [0.7, 0.0, 0.6], [-1.7, 0.5, 0.1], [-0.2, -0.4, -0.2]]}

=====

[3]
{"formula": "C5H9N3", "method": "wB97M-V/def2-TZVPD", "relative_energy_kj_mol": 282.2, "charge": 0, "smiles": "[H]/N=C(\\C=C)N(C)N=C", "elements": ["H", "N", "C", "C", "C", "N", "C", "N", "C", "H", "H", "H", "H", "H", "H", "H", "H"], "coordinates": [[-0.251, -1.219, 2.313], [0.391, -1.225, 1.516], [-0.076, -0.473, 0.558], [-1.377, 0.247, 0.768], [-1.686, 0.843, 1.926], [0.596, -0.371, -0.666], [1.550, -1.423, -1.020], [0.095, 0.311, -1.755], [0.286, 1.587, -1.681], [-2.039, 0.287, -0.090], [-1.009, 0.845, 2.774], [-2.629, 1.369, 2.037], [1.028, -2.370, -1.190], [2.294, -1.562, -0.229], [2.096, -1.163, -1.933], [0.805, 2.076, -0.838], [-0.073, 2.240, -2.492]], "atomic_forces_ev_per_a": [[0.2, 0.1, -0.5], [0.0, 0.6, -1.3], [0.1, -0.7, 1.2], [0.5, 0.6, -0.1], [0.0, -0.2, -0.7], [0.6, -1.0, 1.9], [0.1, -0.2, -0.1], [-0.2, 2.4, -0.7], [-0.3, -0.8, -0.1], [-0.1, 0.1, 0.1], [0.0, 0.0, -0.1], [0.1, -0.2, 0.0], [0.1, 0.0, 0.1], [-0.4, 0.1, 0.0], [-0.3, 0.2, 0.2], [-0.2, -0.4, -0.2], [0.1, -0.6, 0.3]]}

=====

[4]
{"formula": "C3H4O2", "method": "wB97M-V/def2-TZVPD", "relative_energy_kj_mol": 66.7, "charge": 0, "smiles": "CC(=O)C=O", "elements": ["C", "C", "O", "C", "O", "H", "H", "H", "H"], "coordinates": [[1.094, -0.328, 0.256], [-0.096, 0.584, 0.176], [-0.123, 1.734, 0.556], [-1.376, 0.015, -0.443], [-1.518, -1.153, -0.706], [1.712, -0.054, 1.113], [1.689, -0.204, -0.657], [0.777, -1.372, 0.312], [-2.159, 0.780, -0.607]], "atomic_forces_ev_per_a": [[0.0, 0.0, 0.1], [0.1, 0.3, 0.1], [0.0, -0.5, -0.2], [-0.2, -0.4, -0.1], [0.1, 0.6, 0.1], [-0.1, 0.0, -0.1], [-0.1, 0.0, 0.1], [0.1, 0.2, 0.0], [0.0, -0.1, 0.0]]}